Here is a molecular structure, C3H3HgO2 from OMol25. Energies are from the ωB97M-V functional and the def2-TZVPD basis.

```
9
Properties=species:S:1:pos:R:3:forces:R:3
C 0.2808 1.1951 -1.9262 1.2 3.9 0.5
C 0.5966 0.9400 -0.6220 0.5 -4.1 0.7
H 0.0200 2.3114 -1.7147 -0.9 -1.6 -1.5
H 1.0421 1.0679 -2.7045 -0.4 -0.3 0.1
H -0.2887 0.9223 0.0478 0.6 0.8 0.2
O 4.6517 1.0282 -0.6318 0.0 2.9 -0.2
C 4.3577 2.1339 -0.6926 0.5 -2.0 0.1
O 1.6500 0.3108 -0.1583 -1.1 1.9 0.2
Hg 3.3487 -1.1017 -0.3280 -0.3 -1.5 -0.1
```
Forces are in eV/Å.

Properties
Frontier orbital gap (alpha / beta) = 9.24 / 4.89 eV
ΔE to the lowest compared entry with this formula, charge and spin = 185.0 kJ/mol
HOMO level (alpha / beta) = -8.68 / -7.68 eV
2S+1 = 2
<S²> = 0.7901

Results of the natural (NBO) charge analysis, in e, for atoms 1 through 4: C -0.48; C 0.23; H 0.21; H 0.19